{
  "formula": "H10NaO13S2",
  "method": "wB97M-V/def2-TZVPD",
  "species": ["Na", "S", "O", "O", "O", "O", "S", "O", "O", "O", "O", "O", "H", "H", "O", "H", "H", "O", "H", "H", "O", "H", "H", "O", "H", "H"],
  "coordinates": [[-0.36652, 0.23166, -0.18288], [3.00572, 0.41441, 0.91057], [3.08684, 1.27686, -0.28668], [4.26552, -0.30468, 1.04552], [2.88478, 1.32504, 2.04647], [1.82053, -0.43013, 0.92830], [-2.97875, -0.68804, -1.65371], [-2.57290, -1.64240, -0.65184], [-4.12726, -0.00635, -1.11198], [-1.98648, 0.31471, -2.01929], [-3.40318, -1.47695, -2.83337], [1.25359, -2.04888, -1.10778], [1.70779, -2.87741, -0.95465], [1.83805, -1.38394, -0.74379], [-0.45560, 2.63509, 0.04928], [-1.22785, 3.19766, 0.10719], [0.06893, 2.86792, 0.81536], [-0.47856, 0.38842, 2.26904], [0.44216, 0.13106, 2.31654], [-0.95410, -0.43721, 2.17714], [1.22501, 1.09175, -1.99601], [1.63940, 1.04893, -2.85779], [1.89392, 1.47214, -1.42670], [-1.84416, -1.79922, 1.86362], [-2.65290, -1.63951, 2.35012], [-2.08399, -1.66091, 0.94733]],
  "atomic_forces_ev_per_a": [[0.1, -0.1, -0.7], [1.8, 2.8, 1.3], [-0.1, 0.1, -1.3], [0.8, -1.7, -0.3], [-0.4, 1.1, 1.8], [-1.3, -1.6, -0.9], [-2.4, -0.1, -3.0], [2.6, -2.0, 2.8], [-2.6, 1.8, 1.2], [1.9, 0.4, 0.2], [0.3, -0.1, -0.8], [-0.4, -0.8, -1.0], [0.0, -0.1, 0.2], [0.2, 0.6, 0.7], [0.0, 0.3, -0.2], [-0.3, -0.2, -0.1], [0.4, -0.2, 0.4], [-0.2, 1.3, 0.4], [0.9, 0.0, -0.3], [-0.5, -0.8, 0.1], [-1.3, 0.0, -1.2], [-0.1, -0.2, -0.1], [1.1, 0.0, 1.1], [0.4, -0.6, 2.0], [-0.2, 0.1, 0.0], [-0.7, 0.0, -2.2]],
  "lowdin_charge": [0.38, 0.16, -0.43, -0.44, -0.45, -0.40, 0.11, -0.40, -0.45, -0.40, -0.47, -0.05, 0.02, -0.01, -0.02, 0.04, 0.05, -0.08, 0.01, -0.04, -0.06, 0.03, -0.04, -0.06, 0.05, -0.03],
  "total_charge": -3,
  "orbital_gap_ev": 4.3,
  "energy_ev": -52867.46491,
  "de_lowest_kcal_mol": 12.61
}

***

{
  "formula": "H10O17S3Zn",
  "method": "wB97M-V/def2-TZVPD",
  "species": ["Zn", "S", "O", "O", "O", "O", "S", "O", "O", "O", "O", "S", "O", "O", "O", "O", "O", "H", "H", "O", "H", "H", "O", "H", "H", "O", "H", "H", "O", "H", "H"],
  "coordinates": [[0.75421, 2.97175, -3.15226], [0.35395, 6.27331, -2.26212], [1.35566, 7.25456, -2.65780], [-0.82389, 6.53060, -3.09126], [0.75713, 4.84661, -2.42963], [0.02709, 6.49460, -0.85293], [-1.71189, 1.48219, -1.78144], [-2.46097, 1.99623, -0.60183], [-0.42345, 2.12056, -1.91188], [-1.52291, 0.01473, -1.82491], [-2.50358, 1.69528, -2.95789], [0.31333, 0.09845, -4.77881], [0.42071, 0.05263, -6.19244], [0.51828, 1.43782, -4.21258], [-1.08613, -0.13233, -4.56131], [1.15393, -0.89137, -4.10395], [0.20578, 3.52135, 0.25069], [-0.14808, 2.90354, -0.38909], [0.86773, 4.01518, -0.23324], [2.06168, 3.77111, -4.48978], [1.79934, 4.58854, -4.91313], [2.68187, 3.37284, -5.10050], [-0.91582, 3.64568, -4.12091], [-1.32763, 3.87976, -4.95268], [-1.59121, 3.16053, -3.64688], [3.17265, 5.17002, -1.42285], [3.67896, 5.83278, -1.89256], [2.32297, 5.16022, -1.86351], [2.20900, 2.21989, -2.00098], [3.06617, 2.27398, -1.57842], [1.83985, 1.39331, -1.68998]],
  "atomic_forces_ev_per_a": [[-0.6, 1.7, 0.1], [-3.7, 2.7, 1.1], [2.6, -0.1, -0.9], [-0.7, -0.5, -0.9], [1.7, -0.7, -0.1], [0.3, -0.4, 0.6], [-4.3, -1.4, 1.3], [1.5, -1.1, -0.5], [1.9, 0.8, 1.4], [0.8, -1.2, 1.2], [-1.4, 2.0, -2.4], [2.9, 0.2, 3.1], [0.8, 0.2, -3.5], [1.5, -1.0, -1.6], [-4.6, -1.8, 0.8], [0.1, 0.2, -0.2], [0.6, 0.0, 1.4], [-0.3, -0.1, -0.3], [-0.1, 0.5, -0.2], [1.2, 0.5, -1.0], [-0.4, 0.5, 0.4], [0.0, -0.5, 0.0], [-0.4, 1.0, -1.1], [0.2, 0.1, -0.1], [-1.0, -0.9, 0.5], [2.1, -0.5, 0.8], [-0.2, 0.3, 0.0], [-1.2, -0.2, -0.4], [1.2, -0.7, 0.6], [0.1, 0.7, 0.0], [-0.6, -0.4, 0.0]],
  "lowdin_charge": [0.53, 0.19, -0.43, -0.42, -0.43, -0.39, 0.25, -0.36, -0.39, -0.31, -0.35, 0.19, -0.30, -0.36, -0.17, -0.36, -0.08, -0.04, -0.01, 0.00, 0.08, 0.08, -0.04, 0.08, 0.02, -0.09, 0.01, -0.06, 0.00, 0.08, 0.08],
  "total_charge": -3,
  "orbital_gap_ev": [5.0, 4.5],
  "energy_ev": -115891.39131,
  "spin_multiplicity": 2,
  "de_lowest_kcal_mol": 0.00
}

***

{
  "formula": "H10O4S",
  "method": "wB97M-V/def2-TZVPD",
  "species": ["S", "H", "H", "H", "H", "O", "H", "H", "O", "H", "H", "O", "H", "H", "O"],
  "coordinates": [[-2.04875, 2.00171, 0.36406], [-2.93268, 0.97974, 0.14532], [-1.36786, 1.75552, 1.44126], [-0.57006, -0.63197, 2.22687], [0.18929, -0.78918, 0.79059], [-0.72857, -1.00268, 1.33548], [0.63272, 1.65251, -0.71836], [0.88656, 3.13254, -0.55221], [1.28906, 2.31186, -0.89981], [-0.02009, -3.24299, -1.53673], [-0.41398, -2.18992, -0.37496], [-0.13018, -2.33333, -1.31410], [1.68746, -1.04804, -0.90086], [2.03217, 0.11243, 0.00494], [1.49491, -0.70822, -0.01150]],
  "atomic_forces_ev_per_a": [[-1.0, 1.0, -1.9], [0.9, 0.1, 0.9], [0.1, -1.1, 1.0], [-0.1, -0.5, -0.7], [-2.7, -0.5, 1.7], [2.5, 0.9, -0.8], [-0.8, -0.6, 0.0], [0.4, -0.6, -0.3], [0.4, 1.1, 0.3], [-0.1, -1.0, 0.3], [0.2, -0.8, -1.2], [-0.3, 1.5, 0.7], [-0.7, -0.4, 0.3], [-0.4, -0.4, 0.3], [1.6, 1.2, -0.6]],
  "lowdin_charge": [0.51, -0.17, -0.25, 0.03, 0.03, -0.19, -0.04, 0.05, -0.08, 0.03, 0.03, -0.06, 0.08, 0.08, -0.06],
  "orbital_gap_ev": 10.2,
  "energy_ev": -19187.02991,
  "de_lowest_kcal_mol": 23.01,
  "smiles": "O.O.O.O.S"
}

***

{
  "formula": "H10O4S2",
  "method": "wB97M-V/def2-TZVPD",
  "species": ["S", "S", "H", "H", "H", "H", "O", "H", "H", "O", "H", "H", "O", "H", "H", "O"],
  "coordinates": [[1.31368, -0.84116, 2.32515], [1.10727, 0.94059, 3.41029], [2.47721, -0.39977, 1.84075], [-0.21987, 0.88724, 3.49796], [1.67523, -3.77259, -1.97895], [1.36605, -4.95918, -1.08976], [1.79753, -4.10230, -1.08677], [-0.74193, -2.95992, -2.25821], [-1.67364, -1.75420, -2.40962], [-1.62669, -2.69848, -2.48624], [-0.87487, 3.57038, -1.13770], [0.21280, 4.56977, -1.49626], [-0.70104, 4.51443, -1.16164], [-1.87247, 1.67703, 1.31478], [-0.92455, 2.92695, 1.71737], [-1.31470, 2.40119, 0.99886]],
  "atomic_forces_ev_per_a": [[0.0, 0.2, 0.2], [0.1, 0.0, 0.2], [0.0, -0.1, -0.3], [-0.2, 0.0, -0.1], [0.1, 0.1, -0.2], [0.0, -0.2, 0.1], [-0.1, 0.1, 0.1], [0.5, 0.0, 0.3], [0.1, 0.7, 0.1], [-0.6, -0.7, -0.3], [-0.2, -0.2, 0.3], [-0.6, 0.1, 0.2], [0.8, 0.2, -0.4], [0.4, 0.5, 0.4], [-0.5, -0.7, -0.2], [0.1, 0.1, -0.4]],
  "lowdin_charge": [0.24, 0.23, -0.21, -0.23, 0.02, 0.04, -0.05, 0.00, 0.03, -0.04, 0.01, 0.04, -0.07, 0.04, 0.04, -0.08],
  "orbital_gap_ev": 8.8,
  "energy_ev": -30022.07717,
  "de_lowest_kcal_mol": 24.68,
  "smiles": "SS.O.O.O.O"
}

***

{
  "formula": "H10O4S2",
  "method": "wB97M-V/def2-TZVPD",
  "species": ["S", "S", "H", "H", "H", "H", "O", "H", "H", "O", "H", "H", "O", "H", "H", "O"],
  "coordinates": [[-2.30052, -1.06377, 1.39592], [-4.23486, -0.74110, 2.02142], [-1.86058, -1.94954, 2.28810], [-4.83689, -1.70000, 1.31386], [3.25794, 3.47115, -2.04951], [2.40591, 4.57964, -2.59913], [2.38269, 3.83764, -2.00576], [0.58015, -0.35799, -0.69985], [1.33211, 0.41744, 0.34535], [0.93866, -0.43568, 0.18549], [1.24099, -3.56766, 2.00196], [0.64533, -3.79805, 0.65178], [0.61408, -4.16020, 1.54132], [-0.73671, 1.97539, -1.72342], [0.56454, 2.10742, -1.17999], [0.00716, 1.38532, -1.48752]],
  "atomic_forces_ev_per_a": [[0.0, 0.4, -0.4], [0.2, 0.0, 0.2], [-0.1, -0.2, 0.3], [-0.1, -0.1, -0.1], [0.6, -0.3, 0.0], [-0.1, 0.5, -0.4], [-0.6, -0.2, 0.4], [-0.2, 0.2, -0.1], [0.1, 0.3, 0.1], [0.3, -0.9, 0.4], [-0.5, -0.5, -0.1], [-0.2, -0.1, -0.2], [0.6, 0.6, 0.4], [-0.1, -1.0, -0.2], [0.9, -0.2, 0.1], [-0.9, 1.6, -0.4]],
  "lowdin_charge": [0.22, 0.21, -0.21, -0.22, 0.03, 0.03, -0.03, 0.00, 0.02, -0.08, 0.05, 0.02, -0.07, 0.07, 0.03, -0.06],
  "orbital_gap_ev": 9.7,
  "energy_ev": -30022.40706,
  "de_lowest_kcal_mol": 17.07,
  "smiles": "SS.O.O.O.O"
}

***

{
  "formula": "H10O5",
  "method": "wB97M-V/def2-TZVPD",
  "species": ["O", "H", "H", "O", "H", "H", "O", "H", "H", "O", "H", "H", "O", "H", "H"],
  "coordinates": [[-1.56619, 0.80369, 2.09733], [-2.30438, 0.19733, 2.20467], [-1.19703, 0.57230, 1.22946], [-0.28348, -0.24529, -0.28010], [0.13067, 0.15378, -1.05591], [-1.14166, -0.56036, -0.58988], [1.85993, 0.69134, -2.18613], [2.12855, 1.60536, -2.32026], [2.68203, 0.19437, -2.15007], [-2.87197, -1.55534, 0.42272], [-3.61051, -2.13070, 0.20304], [-2.14669, -2.15518, 0.62909], [2.67428, 1.08933, 0.84981], [2.08574, 0.55374, 0.30809], [3.56070, 0.78564, 0.63814]],
  "atomic_forces_ev_per_a": [[0.0, 0.0, -0.1], [0.0, 0.0, 0.0], [0.1, 0.1, 0.3], [-0.1, -0.1, -0.2], [0.2, 0.1, 0.0], [-0.1, 0.0, 0.0], [-0.1, -0.1, 0.0], [0.0, 0.1, 0.1], [0.0, -0.1, 0.0], [0.1, 0.0, -0.1], [-0.1, 0.0, 0.0], [0.0, 0.0, 0.1], [0.1, 0.1, 0.0], [-0.1, 0.0, 0.0], [0.0, 0.0, 0.0]],
  "lowdin_charge": [-0.07, 0.01, -0.02, -0.06, 0.02, 0.03, -0.04, 0.06, 0.05, -0.04, 0.05, 0.05, -0.05, 0.00, 0.03],
  "orbital_gap_ev": 10.7,
  "energy_ev": -10399.93484,
  "de_lowest_kcal_mol": 21.09,
  "smiles": "O.O.O.O.O"
}

***

{
  "formula": "H10O5",
  "method": "wB97M-V/def2-TZVPD",
  "species": ["O", "H", "H", "O", "H", "H", "O", "H", "H", "O", "H", "H", "O", "H", "H"],
  "coordinates": [[-10.03700, -1.78100, 24.90500], [-9.92000, -0.97200, 25.44800], [-10.40900, -2.45300, 25.49900], [-8.39000, 0.57600, 23.03400], [-9.22300, 0.09900, 22.84300], [-8.62600, 1.51800, 23.03700], [-7.88300, -3.89300, 25.99300], [-7.61100, -2.97600, 26.00800], [-7.01000, -4.28000, 25.94700], [-9.78100, 0.94100, 25.30900], [-10.70100, 1.01100, 25.02400], [-9.15200, 0.89200, 24.54600], [-10.75200, -0.55900, 22.76400], [-11.37700, -0.01400, 23.17900], [-10.43300, -1.04900, 23.52400]],
  "atomic_forces_ev_per_a": [[0.0, -0.1, 1.2], [0.1, -0.2, -0.2], [0.2, 0.2, -0.4], [0.4, 0.7, 0.4], [-0.1, 0.2, -0.5], [0.2, -0.3, -0.6], [0.3, 0.1, 0.1], [-0.5, 0.7, -0.1], [0.2, -0.8, 0.0], [0.0, 0.0, 0.6], [0.5, 0.2, -0.2], [-0.6, -0.2, 0.3], [0.8, -0.4, -1.6], [-1.7, 1.4, 0.4], [0.1, -1.3, 0.6]],
  "lowdin_charge": [-0.05, 0.04, 0.08, -0.07, -0.01, 0.06, -0.06, 0.02, 0.03, -0.08, 0.05, 0.00, -0.02, 0.02, -0.03],
  "orbital_gap_ev": 12.0,
  "energy_ev": -10399.72899,
  "de_lowest_kcal_mol": 25.84,
  "smiles": "O.O.O.O.O"
}